Computed, not measured: a cluster of 2 separate species, C19H17F6N9O5 in total, with wB97M-V/def2-TZVPD.

Its SMILES is O=C(NC[C@H]1CCCN1)Nc1cc(C(F)(F)F)cc(C(F)(F)F)c1.O=[N+]([O-])c1cc([N+](=O)[O-])c2nnnn2c1. The value obtained for the HOMO energy is -8.720 eV. As for the net charge: 0.

Cartesian coordinates (Å):
O1 0.607 -0.098 0.692
C1 0.524 -1.248 1.128
N1 -0.651 -1.769 1.602
C2 -1.906 -1.070 1.358
C3 -2.412 -1.346 -0.057
C4 -3.036 -2.750 -0.231
C5 -4.291 -2.538 -1.101
C6 -4.526 -1.011 -1.137
N2 -3.325 -0.409 -0.611
N3 1.577 -2.163 1.201
C7 2.870 -1.943 0.740
C8 3.738 -3.046 0.607
C9 5.039 -2.845 0.158
C10 5.961 -4.023 -0.029
F1 7.242 -3.717 0.346
F2 5.570 -5.111 0.698
F3 6.013 -4.408 -1.347
C11 5.510 -1.572 -0.147
C12 4.653 -0.486 0.006
C13 5.180 0.898 -0.283
F4 4.249 1.874 -0.085
F5 6.254 1.195 0.520
F6 5.608 0.999 -1.583
C14 3.333 -0.656 0.411
H1 -0.670 -2.720 1.958
H2 -2.635 -1.441 2.092
H3 -1.782 0.010 1.501
H4 -1.557 -1.239 -0.735
H5 -2.304 -3.409 -0.707
H6 -3.313 -3.169 0.747
H7 -4.109 -2.925 -2.110
H8 -5.150 -3.062 -0.669
H9 -4.705 -0.656 -2.161
H10 -5.413 -0.751 -0.529
H11 -3.428 0.490 -0.155
H12 1.299 -3.116 1.426
H13 3.383 -4.048 0.842
H14 6.529 -1.431 -0.491
H15 2.651 0.186 0.446
O2 0.748 3.883 -2.596
N4 0.223 3.005 -1.877
O3 0.738 1.880 -1.698
C15 -1.017 3.293 -1.198
C16 -1.472 4.629 -1.009
C17 -2.406 4.908 -0.018
N5 -2.973 6.248 0.108
O4 -3.941 6.465 0.854
O5 -2.443 7.134 -0.604
C18 -2.901 3.823 0.788
N6 -3.566 3.751 1.956
N7 -3.657 2.435 2.272
N8 -3.092 1.696 1.360
N9 -2.578 2.532 0.394
C19 -1.682 2.228 -0.600
H16 -1.091 5.431 -1.636
H17 -1.466 1.182 -0.809

Löwdin population analysis, charges in e, atoms 1 to 5: atom 1 (O): 0.0442, atom 2 (C): -0.4903, atom 3 (N): 0.0705, atom 4 (C): -0.1424, atom 5 (C): -0.3594

=====

Computed, not measured: a structure of composition C19H17FNReSSbSe4, with wB97M-V/def2-TZVPD.

The value obtained for the HOMO energy is -17.702 eV. As for the net charge: +3.

Cartesian coordinates (Å):
Re1 0.236 -0.450 0.014
Se1 -3.216 -0.320 -3.934
Sb1 -3.157 -1.854 -2.244
Se2 0.637 -1.719 -1.719
Se3 -1.851 0.273 -0.004
Se4 -3.571 -3.724 -1.014
F1 4.333 1.665 3.190
C1 3.386 0.872 2.800
C2 2.077 1.148 3.220
C3 1.081 0.297 2.826
C4 1.367 -0.831 1.993
C5 0.325 -1.795 1.665
C6 2.725 -1.072 1.608
C7 3.726 -0.222 1.995
H1 1.898 1.991 3.876
H2 0.065 0.454 3.171
H3 -0.562 -1.782 2.286
H4 0.655 -2.791 1.397
H5 2.960 -1.959 1.030
H6 4.765 -0.394 1.744
N1 1.372 1.159 -0.136
S1 1.479 2.369 -1.308
C8 1.714 1.629 -2.888
C9 3.005 1.752 -3.400
C10 3.288 1.213 -4.647
C11 2.288 0.578 -5.369
C12 1.000 0.465 -4.852
C13 0.701 0.987 -3.605
C14 -0.113 3.153 -1.324
C15 -0.684 3.595 -2.513
C16 -1.845 4.353 -2.447
C17 -2.409 4.671 -1.220
C18 -1.811 4.246 -0.038
C19 -0.652 3.491 -0.082
H7 2.116 1.333 0.535
H8 3.770 2.283 -2.846
H9 4.282 1.312 -5.062
H10 2.508 0.179 -6.351
H11 0.226 -0.017 -5.436
H12 -0.306 0.932 -3.210
H13 -0.232 3.381 -3.472
H14 -2.301 4.706 -3.362
H15 -3.311 5.268 -1.181
H16 -2.240 4.517 0.917
H17 -0.167 3.181 0.836

Löwdin population analysis, charges in e, atoms 1 to 5: atom 1 (Re): 0.5838, atom 2 (Se): 0.2623, atom 3 (Sb): 0.3136, atom 4 (Se): 0.4623, atom 5 (Se): 0.3679

=====

Frontier orbital gap: 6.5, 5.9 (eV)
DFT total energy: -2202.22207, -11210.21775 (Ha)
Lowest unoccupied orbital energy: -2.25, -11.78 (eV)